Entry 1:
C44H94AsF6N2O16S8 as an isolated structure in a non-equilibrium geometry, computed with the ωB97M-V functional and the def2-TZVPD basis.

```
! wB97M-V def2-TZVPD RIJCOSX def2/J DEFGRID3
* xyz -1 1
As -0.697 0.586 -0.775
F -0.295 1.744 0.520
F -1.988 -0.302 0.135
F -0.943 -0.514 -2.182
F 0.642 1.354 -1.748
F 0.538 -0.536 -0.225
F -1.923 1.752 -1.348
C 2.651 -3.739 10.113
C 3.058 -2.348 9.781
N 1.951 -1.687 9.138
C 1.494 -2.090 7.763
C 2.777 -2.369 6.892
C 0.773 -1.447 9.937
C 1.114 -0.698 11.232
H 1.936 -3.640 10.930
H 3.397 -4.396 10.561
H 2.226 -4.254 9.252
H 3.410 -1.933 10.726
H 4.018 -2.348 9.266
H 0.835 -2.959 7.772
H 0.906 -1.275 7.340
H 2.597 -2.553 5.833
H 3.492 -1.553 6.993
H 3.265 -3.258 7.293
H 0.226 -2.364 10.158
H 0.138 -0.793 9.340
H 1.638 -1.301 11.974
H 0.196 -0.280 11.645
H 1.721 0.154 10.925
C 11.730 0.095 -5.966
C 10.274 0.343 -5.576
N 10.095 0.538 -4.095
C 10.718 1.821 -3.608
C 10.154 3.138 -4.201
C 8.763 0.161 -3.708
C 8.564 0.020 -2.215
H 11.634 -0.388 -6.938
H 12.202 -0.574 -5.246
H 12.219 1.066 -6.039
H 9.773 1.182 -6.057
H 9.732 -0.539 -5.917
H 10.697 1.809 -2.518
H 11.754 1.775 -3.942
H 10.169 3.140 -5.291
H 9.102 3.176 -3.916
H 10.580 4.080 -3.855
H 8.631 -0.841 -4.118
H 8.018 0.851 -4.102
H 8.798 -0.992 -1.886
H 7.496 0.121 -2.026
H 9.138 0.801 -1.717
C -5.874 1.881 7.779
C -6.072 1.408 6.354
C -6.539 2.620 5.544
S -7.508 3.655 6.735
O -8.913 3.688 6.423
O -6.712 4.884 6.749
C -7.172 2.635 8.223
H -5.051 2.574 7.958
H -5.678 0.991 8.376
H -6.791 0.589 6.344
H -5.111 0.980 6.068
H -7.287 2.400 4.783
H -5.761 3.280 5.161
H -8.005 1.939 8.317
H -7.175 3.227 9.139
C -3.662 -7.306 -1.587
C -4.220 -8.652 -1.121
C -3.887 -9.703 -2.204
S -4.172 -8.774 -3.834
O -5.570 -8.761 -4.252
O -3.154 -9.177 -4.803
C -3.754 -7.112 -3.077
H -2.648 -7.167 -1.213
H -4.248 -6.531 -1.093
H -5.292 -8.470 -1.200
H -3.941 -8.923 -0.102
H -4.533 -10.575 -2.305
H -2.854 -10.049 -2.232
H -4.523 -6.432 -3.444
H -2.876 -6.696 -3.570
C 4.003 -4.307 -7.500
C 2.864 -3.282 -7.861
C 1.627 -4.144 -8.264
S 2.300 -5.626 -9.202
O 2.912 -5.268 -10.506
O 1.350 -6.729 -9.052
C 3.692 -5.771 -7.946
H 4.092 -4.364 -6.415
H 5.007 -3.911 -7.656
H 3.207 -2.762 -8.756
H 2.738 -2.504 -7.107
H 0.821 -3.616 -8.773
H 1.225 -4.605 -7.361
H 4.529 -6.343 -8.345
H 3.196 -6.400 -7.207
C -8.052 1.807 -4.683
C -8.385 0.616 -3.681
C -7.493 -0.506 -4.069
S -7.489 -0.577 -5.900
O -8.717 -1.295 -6.354
O -6.135 -0.890 -6.247
C -7.801 1.233 -6.141
H -7.074 2.214 -4.427
H -8.714 2.621 -4.387
H -9.433 0.328 -3.595
H -8.053 0.975 -2.707
H -7.651 -1.486 -3.619
H -6.445 -0.271 -3.883
H -8.783 1.325 -6.607
H -6.989 1.641 -6.743
C 0.362 6.118 6.694
C 0.699 7.586 6.825
C 1.935 7.652 7.824
S 3.093 6.466 7.040
O 3.725 5.687 8.090
O 3.900 7.135 6.041
C 1.708 5.507 6.220
H -0.461 5.923 6.007
H 0.058 5.697 7.653
H -0.186 8.053 7.257
H 0.903 7.870 5.792
H 1.644 7.345 8.829
H 2.474 8.600 7.834
H 1.805 4.454 6.485
H 1.873 5.767 5.175
C -4.145 9.536 0.936
C -5.105 9.629 2.131
C -6.544 9.506 1.576
S -6.446 8.271 0.191
O -7.020 8.873 -1.022
O -6.870 7.010 0.827
C -4.604 8.333 0.023
H -3.101 9.399 1.218
H -4.257 10.443 0.343
H -4.882 10.584 2.609
H -4.972 8.882 2.913
H -6.860 10.459 1.152
H -7.266 9.207 2.335
H -4.372 8.456 -1.035
H -4.179 7.421 0.443
C -1.247 5.444 -6.328
C -1.335 4.120 -7.018
C -1.087 4.272 -8.479
S 0.168 5.555 -8.590
O -0.336 6.565 -9.532
O 1.463 4.956 -8.872
C 0.028 6.076 -6.832
H -1.354 5.422 -5.244
H -2.122 6.021 -6.625
H -2.253 3.583 -6.775
H -0.522 3.496 -6.646
H -1.942 4.764 -8.943
H -0.749 3.380 -9.008
H 0.058 7.165 -6.795
H 0.835 5.476 -6.411
C 2.425 -9.139 2.268
C 2.003 -10.370 1.518
C 2.951 -10.511 0.288
S 3.152 -8.815 -0.482
O 1.935 -8.473 -1.213
O 4.509 -8.560 -0.999
C 2.974 -8.098 1.246
H 3.224 -9.268 2.997
H 1.553 -8.645 2.697
H 0.978 -10.366 1.146
H 1.938 -11.232 2.183
H 2.768 -11.232 -0.508
H 3.911 -10.834 0.689
H 2.463 -7.153 1.062
H 3.945 -7.730 1.578
*
```

HOMO-LUMO gap in eV: 8.23

***

Entry 2:
A single C6H8O2 molecule in a non-equilibrium geometry, computed with the ωB97M-V functional and the def2-TZVPD basis.

```
! wB97M-V def2-TZVPD RIJCOSX def2/J DEFGRID3
* xyz 0 1
C -1.267 0.463 1.661
C -0.728 0.323 0.304
C -0.004 -0.978 -0.040
C 0.493 -1.128 -1.543
C 1.659 -0.228 -1.628
C 0.670 0.447 0.279
H -0.519 0.962 2.350
H -1.430 0.708 -0.436
H 0.325 -1.812 0.767
H -0.229 -0.902 -2.224
H 0.740 -2.188 -1.717
H 2.578 -0.487 -0.972
H 2.041 0.052 -2.638
H 0.919 0.974 1.260
O -2.376 0.233 2.081
O 1.205 0.931 -0.904
*
```

Relative energy (zero: lowest compared OMol25 entry of this formula, charge and spin) in kJ/mol: 344.0
HOMO-LUMO gap in eV: 10.39
SMILES string: O=C[C@@H]1[C@H]2CCO[C@@H]12

***

Entry 3:
C15H15Cl2F5O15Pd as an isolated structure in a non-equilibrium geometry, computed with the ωB97M-V functional and the def2-TZVPD basis.

```
! wB97M-V def2-TZVPD RIJCOSX def2/J DEFGRID3
* xyz 0 3
Pd 0.398 -0.303 -0.062
Cl -0.581 -2.319 0.880
Cl 1.373 1.941 -0.500
C 3.915 -2.257 4.003
C 2.953 -1.565 4.949
O 2.135 -0.840 4.082
C 2.744 -0.733 2.860
O 2.236 -0.257 1.912
O 3.947 -1.373 2.893
F 3.633 -0.729 5.798
H 3.560 -3.231 3.652
H 4.895 -2.450 4.433
H 2.308 -2.212 5.537
C -4.412 2.421 0.408
C -4.084 3.026 -0.954
O -2.857 2.425 -1.272
C -2.619 1.386 -0.428
O -1.686 0.669 -0.482
O -3.659 1.227 0.422
F -3.909 4.369 -0.857
H -5.480 2.250 0.543
H -4.138 3.131 1.194
H -4.822 2.806 -1.724
C -1.368 0.696 -5.245
C -0.735 -0.607 -5.739
O -0.583 -1.324 -4.541
C -0.494 -0.410 -3.510
O -0.163 -0.681 -2.413
O -0.750 0.835 -3.979
F 0.493 -0.372 -6.299
H -2.457 0.653 -5.231
H -1.092 1.498 -5.930
H -1.321 -1.174 -6.457
C -1.893 3.754 3.394
C -1.489 3.002 4.654
O -0.902 1.824 4.184
C -0.857 1.822 2.816
O -0.392 0.954 2.176
O -1.491 2.908 2.319
F -2.572 2.638 5.417
H -1.382 4.710 3.265
H -2.958 3.984 3.345
H -0.811 3.566 5.291
C 2.880 -3.603 -3.447
C 2.745 -4.501 -2.235
O 2.825 -3.564 -1.168
C 2.483 -2.351 -1.649
O 2.287 -1.384 -0.994
O 2.255 -2.413 -2.995
F 3.736 -5.423 -2.159
H 2.445 -4.015 -4.354
H 3.936 -3.412 -3.663
H 1.774 -4.989 -2.140
*
```

<S²>: 2.004
Relative energy (zero: lowest compared OMol25 entry of this formula, charge and spin) in kJ/mol: 60.8
HOMO-LUMO gap (spin up / spin down) in eV: 8.75 / 7.04

***

Entry 4:
An isolated ion of composition C11H14N3S and charge +1 in a non-equilibrium geometry, computed with the ωB97M-V functional and the def2-TZVPD basis.

```
! wB97M-V def2-TZVPD RIJCOSX def2/J DEFGRID3
* xyz 1 1
C -2.412 -1.613 3.698
C -1.051 -1.623 3.583
C -3.167 -1.364 2.549
C -0.420 -1.139 2.468
C -2.665 -0.871 1.417
C -1.199 -0.738 1.367
C -0.287 -0.483 -0.827
C 1.080 2.717 -1.067
C -0.210 -1.777 -1.487
C 0.966 0.360 -2.931
C 3.129 4.104 -0.252
N 0.639 1.629 -0.961
N 0.296 0.547 -1.614
N -0.599 -0.108 0.334
S 1.456 4.271 -1.061
H -2.936 -2.120 4.533
H -0.415 -2.054 4.352
H -4.184 -1.097 2.802
H 0.753 -0.968 2.279
H -3.168 -0.584 0.532
H -1.262 -2.086 -1.883
H 0.476 -1.769 -2.358
H 0.013 -2.576 -0.746
H 1.268 1.308 -3.369
H 1.746 -0.344 -2.859
H 0.257 -0.137 -3.660
H 3.394 3.069 -0.421
H 2.945 4.308 0.864
H 3.900 4.753 -0.647
*
```

Relative energy (zero: lowest compared OMol25 entry of this formula, charge and spin) in kJ/mol: 482.7
HOMO-LUMO gap in eV: 6.63

***

Entry 5:
A single C5H5Cl molecule in a non-equilibrium geometry, computed with the ωB97M-V functional and the def2-TZVPD basis.

```
! wB97M-V def2-TZVPD RIJCOSX def2/J DEFGRID3
* xyz 0 1
C 1.045 0.192 0.279
C 0.209 -1.107 0.010
C -1.033 -0.814 -0.223
C -1.180 0.546 -0.406
C -0.061 1.172 -0.042
H 1.410 0.024 1.276
H 0.750 -1.935 0.308
H -1.779 -1.499 -0.604
H -2.108 1.162 -0.532
H 0.046 2.245 0.275
Cl 2.702 0.014 -0.341
*
```

Relative energy (zero: lowest compared OMol25 entry of this formula, charge and spin) in kJ/mol: 149.9
HOMO-LUMO gap in eV: 9.23
SMILES string: ClC1C=CC=C1

***

Entry 6:
C42H51BrGeN2OsSi as an isolated structure in a non-equilibrium geometry, computed with the ωB97M-V functional and the def2-TZVPD basis.

```
! wB97M-V def2-TZVPD RIJCOSX def2/J DEFGRID3
* xyz 2 1
Os 0.564 0.728 0.339
C -2.052 3.377 5.187
C -0.846 3.446 4.260
C -1.190 3.805 2.816
C -2.112 2.798 2.105
Ge -1.155 1.122 1.851
C -1.409 -0.316 3.154
C -2.760 -1.041 3.173
C -3.975 -0.144 3.371
C -5.268 -0.943 3.461
H -1.743 3.234 6.221
H -2.725 2.555 4.935
H -2.630 4.302 5.140
H -0.297 2.494 4.288
H -0.143 4.193 4.632
H -0.268 3.930 2.246
H -1.702 4.771 2.789
H -2.455 3.188 1.146
H -2.989 2.573 2.711
H 0.868 1.861 1.567
H -1.218 0.199 4.103
H -0.598 -1.029 3.004
H -2.724 -1.777 3.981
H -2.883 -1.615 2.249
H -4.051 0.568 2.541
H -3.843 0.450 4.281
H -5.445 -1.510 2.545
H -6.126 -0.292 3.622
H -5.230 -1.652 4.290
C 0.047 -0.902 -0.727
C -0.282 -2.009 -1.181
C -0.602 -3.246 -1.680
C -0.592 -4.414 -0.838
C -1.235 -5.599 -1.242
C -1.229 -6.706 -0.417
C -0.587 -6.649 0.815
C 0.039 -5.477 1.238
C 0.029 -4.367 0.425
C -0.944 -3.316 -3.106
C -0.396 -4.304 -3.930
C -0.733 -4.343 -5.271
C -1.643 -3.429 -5.787
C -2.192 -2.446 -4.972
C -1.823 -2.369 -3.641
H -1.770 -5.632 -2.179
H -1.732 -7.612 -0.725
H -0.582 -7.520 1.456
H 0.530 -5.445 2.201
H 0.515 -3.452 0.740
H 0.313 -5.014 -3.523
H -0.296 -5.096 -5.913
H -1.928 -3.485 -6.830
H -2.909 -1.744 -5.376
H -2.246 -1.609 -2.996
Br 3.945 1.372 -2.441
C 2.750 0.652 -3.725
C 3.265 -0.018 -4.822
C 2.359 -0.522 -5.738
C 1.000 -0.341 -5.518
C 0.601 0.338 -4.384
N 1.464 0.833 -3.489
H 4.332 -0.125 -4.952
H 2.711 -1.044 -6.618
H 0.264 -0.712 -6.215
H -0.450 0.508 -4.181
N 0.963 2.314 -0.903
C -0.259 3.079 -1.036
C -0.324 4.393 -0.600
C -1.507 5.097 -0.766
C -2.612 4.486 -1.348
C -2.536 3.168 -1.775
C -1.353 2.456 -1.628
H 1.748 2.894 -0.612
H 1.193 1.891 -1.835
H 0.545 4.870 -0.162
H -1.562 6.130 -0.450
H -3.528 5.046 -1.482
H -3.392 2.700 -2.244
H -1.263 1.437 -1.989
C 2.355 -0.722 3.083
Si 2.620 -0.126 1.334
C 3.148 -1.554 0.248
C 3.858 1.274 1.178
C 5.150 0.933 0.755
C 6.142 1.894 0.624
C 5.862 3.224 0.905
C 4.591 3.584 1.329
C 3.604 2.619 1.464
H 3.329 -1.050 3.460
H 1.680 -1.577 3.141
H 1.994 0.066 3.744
H 4.129 -1.916 0.571
H 3.227 -1.277 -0.804
H 2.447 -2.386 0.337
H 5.396 -0.094 0.515
H 7.134 1.605 0.303
H 6.634 3.975 0.799
H 4.374 4.618 1.565
H 2.624 2.921 1.818
*
```

Relative energy (zero: lowest compared OMol25 entry of this formula, charge and spin) in kJ/mol: 156.7
HOMO-LUMO gap in eV: 6.28

***

Entry 7:
A 2-piece molecular cluster, C12H29BINO2P overall in a non-equilibrium geometry, computed with the ωB97M-V functional and the def2-TZVPD basis.

```
! wB97M-V def2-TZVPD RIJCOSX def2/J DEFGRID3
* xyz 1 1
C 4.193 -3.738 -2.376
C 3.880 -2.264 -2.649
I 4.910 -1.690 -4.478
C 2.398 -2.000 -2.858
B 1.522 -2.269 -1.594
P -0.142 -3.291 -1.485
O 0.311 -4.766 -2.056
O -1.159 -2.676 -2.635
H 5.117 -3.791 -1.811
H 4.378 -4.267 -3.302
H 3.407 -4.227 -1.805
H 4.306 -1.656 -1.864
H 2.065 -2.532 -3.746
H 2.284 -0.934 -3.084
H 1.906 -1.829 -0.549
H 0.598 -4.687 -2.983
H -0.716 -2.161 -3.327
C -2.150 4.347 2.627
C -0.715 3.857 2.439
C -0.395 3.443 1.001
C -1.125 2.239 0.420
N -0.861 0.898 1.074
C -1.793 0.668 2.248
C -3.041 0.069 1.636
C -2.471 -0.914 0.617
C -1.212 -0.228 0.087
C 0.563 0.751 1.488
H -2.889 3.589 2.356
H -2.326 4.618 3.666
H -2.340 5.231 2.017
H -0.502 3.048 3.142
H -0.034 4.666 2.708
H 0.682 3.302 0.892
H -0.637 4.281 0.343
H -0.810 2.130 -0.616
H -2.204 2.382 0.422
H -1.305 -0.040 2.915
H -1.961 1.605 2.769
H -3.642 0.837 1.146
H -3.668 -0.415 2.379
H -3.170 -1.146 -0.182
H -2.204 -1.855 1.097
H -1.364 0.207 -0.895
H -0.372 -0.916 0.046
H 0.784 1.457 2.282
H 1.199 0.931 0.624
H 0.706 -0.262 1.853
*
```

HOMO-LUMO gap in eV: 7.72

***

Entry 8:
An isolated ion of composition C4H5O3 and charge -1 in a non-equilibrium geometry, computed with the ωB97M-V functional and the def2-TZVPD basis.

```
! wB97M-V def2-TZVPD RIJCOSX def2/J DEFGRID3
* xyz -1 1
C -0.792 -0.167 -1.162
C -0.161 1.062 -0.553
C -0.848 -0.622 -2.863
C 0.724 1.289 0.450
O -0.343 -1.774 -2.945
O -1.331 0.169 -3.615
O 1.666 0.380 0.988
H -0.609 -1.126 -0.693
H -1.686 0.157 -0.602
H -0.463 1.950 -0.898
H 0.764 2.321 0.789
H 1.589 -0.295 0.268
*
```

Relative energy (zero: lowest compared OMol25 entry of this formula, charge and spin) in kJ/mol: 201.7
HOMO-LUMO gap in eV: 7.56
SMILES string: O=C([O-])C/C=C\O

***

Entry 9:
C5H7OP as an isolated structure in a non-equilibrium geometry, computed with the ωB97M-V functional and the def2-TZVPD basis.

```
! wB97M-V def2-TZVPD RIJCOSX def2/J DEFGRID3
* xyz 0 1
C 0.626 0.700 -0.537
C 0.928 0.580 0.901
C 0.740 -0.640 -1.104
C 0.759 -0.760 1.165
C 0.515 -1.476 -0.075
O -1.484 -0.971 0.015
P -1.272 0.472 -0.148
H 0.632 1.650 -1.067
H 0.891 1.482 1.476
H 0.980 -0.800 -2.154
H 0.887 -1.031 2.279
H 0.266 -2.486 -0.146
H -1.820 1.147 -1.259
H -1.881 1.221 0.786
*
```

Relative energy (zero: lowest compared OMol25 entry of this formula, charge and spin) in kJ/mol: 241.6
HOMO-LUMO gap in eV: 8.99